Model P:
The following is a quantum chemistry calculation of a 2-piece molecular cluster, C2H2N2O2 overall, from OMol25.

Atoms and positions in Å:
N (-0.2205, 1.1633, 0.5386)
C (-1.0826, 0.2908, 0.4909)
N (-1.8607, -0.6462, 0.5883)
H (-0.4775, 2.1182, 0.3244)
H (-2.0067, -1.2272, -0.2279)
O (2.7071, 0.2645, 0.1907)
C (1.9059, -0.5607, 0.0135)
O (1.1359, -1.4177, -0.1800)

Calculated values
**Highest occupied orbital energy**: -10.742 eV
**LUMO level**: 0.599 eV
**Frontier orbital gap**: 11.3 eV


Model Q:
The following is a quantum chemistry calculation of one molecule with the formula C2H2N2O2, from OMol25.

Atoms and positions in Å:
O (1.6814, -0.0495, -0.0714)
C (0.4177, -0.0682, -0.1057)
C (-0.5767, 0.9538, -0.1501)
N (-1.7702, 0.2269, -0.0940)
N (-1.4420, -1.0123, 0.0162)
O (-0.1677, -1.1143, -0.1196)
H (2.2909, -0.9137, 0.1596)
H (-0.4335, 1.9772, 0.3649)

Calculated values
**Highest occupied orbital energy**: -9.295 eV
**LUMO level**: 0.014 eV
**Frontier orbital gap**: 9.3 eV


Stability, highest: model P


Model P:
The following is a quantum chemistry calculation of one molecule with the formula C4H6N2OS, from OMol25.

Atoms and positions in Å:
H (0.2581, -2.4036, -0.4470)
N (-0.5665, -1.8887, -0.9591)
C (-0.4013, -0.7142, -0.6211)
C (-1.1167, 0.4352, -1.2822)
O (-1.8696, 0.9972, -0.2250)
C (-0.7057, 1.7088, -0.6286)
C (0.2429, 1.3199, 0.5733)
N (0.6511, -0.0945, 0.1497)
S (1.6654, -0.8348, 1.1527)
H (-1.4988, 0.3488, -2.3370)
H (-1.0453, 2.5125, -1.2057)
H (-0.3958, 1.1235, 1.6277)
H (1.1911, 2.0022, 0.6286)
H (1.0933, -0.8206, 2.5074)

Calculated values
**Highest occupied orbital energy**: -9.293 eV
**LUMO level**: 0.615 eV
**Frontier orbital gap**: 9.9 eV


Model Q:
The following is a quantum chemistry calculation of a 2-piece molecular cluster, C4H6N2OS overall, from OMol25.

Atoms and positions in Å:
C (-0.8489, -0.3598, -0.0398)
C (0.9415, 1.2263, -0.0558)
C (1.8528, 0.3128, -0.2776)
C (1.4660, -1.0430, 0.0596)
H (-4.5133, -0.6523, 0.9869)
H (-1.2692, 1.6247, 0.1894)
H (1.0948, 2.3661, -0.3815)
H (2.9236, 0.5285, -0.3684)
H (2.0445, -1.6059, -0.6687)
H (2.0473, -1.3105, 1.0836)
N (-2.0305, -0.8931, -0.1764)
N (-0.4336, 0.9152, 0.0847)
O (0.0636, -1.2460, -0.2376)
S (-3.3388, 0.1370, -0.1982)

Calculated values
**Highest occupied orbital energy**: -7.928 eV
**LUMO level**: 0.053 eV
**Frontier orbital gap**: 8.0 eV


Model R:
The following is a quantum chemistry calculation of one molecule with the formula C4H6N2OS, from OMol25.

Atoms and positions in Å:
C (0.3125, -2.2169, -1.0670)
N (-0.6761, -1.1846, -0.7395)
C (-0.2694, -0.0703, -0.1170)
C (-0.9509, 0.9282, 0.5539)
C (0.0777, 1.8535, 0.8661)
S (-0.1139, 3.3609, 1.7428)
N (1.2764, 1.4488, 0.4693)
O (1.0355, 0.2378, -0.1554)
H (1.1095, -1.7816, -1.7032)
H (0.7837, -2.7030, -0.2051)
H (-0.2176, -3.0145, -1.6166)
H (-1.5615, -1.5550, -0.5190)
H (-1.9712, 0.9881, 0.7700)
H (1.1653, 3.7087, 1.7206)

Calculated values
**Highest occupied orbital energy**: -8.384 eV
**LUMO level**: 0.756 eV
**Frontier orbital gap**: 9.1 eV


Model S:
The following is a quantum chemistry calculation of one molecule with the formula C4H6N2OS, from OMol25.

Atoms and positions in Å:
C (-2.0309, -1.3672, -0.8399)
N (-0.6420, -0.7624, -1.0696)
C (-0.2585, 0.0891, -0.1105)
N (0.9164, 0.6468, 0.0828)
C (2.2035, 0.0270, -0.2057)
O (3.2982, 0.3860, -0.0471)
C (0.8205, 1.6805, 1.1619)
S (2.0381, 2.5189, 1.7686)
H (-1.8682, -2.4390, -0.4510)
H (-2.7356, -1.2022, -1.7799)
H (-2.6716, -0.8289, 0.0886)
H (-0.8770, 0.3310, 0.8740)
H (2.0706, -0.8918, -0.9485)
H (-0.2636, 1.8121, 1.4763)

Calculated values
**Highest occupied orbital energy**: -9.173 eV
**LUMO level**: -0.571 eV
**Frontier orbital gap**: 8.6 eV


Stability, highest: model R